(1)
Formula: C48H120N8O16
Source: the Open Molecules 2025 dataset
Level of theory: ωB97M-V/def2-TZVPD

Geometry (Å):
C (2.504, 15.594, -19.034)
O (2.086, 16.692, -19.878)
C (1.275, 16.204, -20.938)
C (1.203, 17.146, -22.107)
N (2.538, 17.648, -22.366)
C (2.623, 18.779, -23.376)
C (4.114, 19.176, -23.656)
O (4.689, 19.951, -22.637)
C (6.087, 20.235, -22.895)
H (2.634, 14.640, -19.544)
H (1.703, 15.535, -18.297)
H (3.366, 15.937, -18.463)
H (0.297, 15.942, -20.534)
H (1.605, 15.254, -21.360)
H (0.592, 18.048, -22.081)
H (0.633, 16.676, -22.909)
H (2.890, 17.940, -21.466)
H (2.107, 19.681, -23.046)
H (2.134, 18.566, -24.327)
H (4.206, 19.682, -24.617)
H (4.695, 18.260, -23.766)
H (6.099, 21.037, -23.633)
H (6.800, 19.458, -23.170)
H (6.532, 20.655, -21.993)
C (6.487, 18.518, -19.023)
O (5.481, 19.001, -18.189)
C (4.223, 19.111, -18.908)
C (3.092, 19.349, -17.837)
N (1.760, 19.271, -18.456)
C (0.598, 19.474, -17.570)
C (-0.737, 19.030, -18.173)
O (-0.699, 17.619, -18.240)
C (-1.891, 17.295, -18.928)
H (6.553, 19.131, -19.922)
H (6.094, 17.530, -19.262)
H (7.472, 18.533, -18.556)
H (3.939, 18.255, -19.520)
H (4.432, 19.960, -19.558)
H (3.217, 20.325, -17.368)
H (3.083, 18.710, -16.954)
H (1.679, 18.321, -18.791)
H (0.589, 20.551, -17.400)
H (0.859, 19.023, -16.613)
H (-0.805, 19.556, -19.125)
H (-1.519, 19.436, -17.531)
H (-2.768, 17.588, -18.352)
H (-1.970, 16.218, -19.069)
H (-1.868, 17.544, -19.989)
C (-0.457, 13.212, -27.089)
O (-0.264, 14.528, -27.615)
C (-0.406, 15.592, -26.637)
C (-0.388, 16.973, -27.325)
N (-1.537, 17.151, -28.270)
C (-1.618, 18.432, -28.983)
C (-2.659, 18.221, -30.094)
O (-2.258, 17.312, -31.131)
C (-3.089, 17.458, -32.317)
H (-0.092, 13.195, -26.062)
H (-0.023, 12.545, -27.834)
H (-1.515, 12.949, -27.063)
H (0.470, 15.354, -26.033)
H (-1.268, 15.472, -25.979)
H (0.532, 17.149, -27.882)
H (-0.542, 17.706, -26.533)
H (-1.465, 16.441, -28.985)
H (-0.626, 18.565, -29.415)
H (-1.737, 19.287, -28.318)
H (-2.914, 19.231, -30.415)
H (-3.529, 17.722, -29.667)
H (-2.611, 16.812, -33.053)
H (-3.217, 18.494, -32.631)
H (-4.086, 17.019, -32.290)
C (6.811, 14.121, -30.093)
O (7.459, 12.943, -30.415)
C (7.421, 12.028, -29.358)
C (8.551, 12.231, -28.205)
N (8.196, 11.486, -26.930)
C (9.373, 11.376, -26.112)
C (9.095, 10.564, -24.809)
O (8.431, 11.284, -23.823)
C (8.318, 10.653, -22.579)
H (7.084, 14.856, -30.850)
H (7.039, 14.510, -29.101)
H (5.730, 13.985, -30.095)
H (7.756, 11.097, -29.814)
H (6.433, 11.880, -28.922)
H (8.662, 13.281, -27.933)
H (9.481, 11.904, -28.670)
H (7.475, 11.966, -26.411)
H (9.722, 12.391, -25.923)
H (10.027, 10.781, -26.748)
H (10.017, 10.206, -24.351)
H (8.468, 9.682, -24.942)
H (7.558, 11.327, -22.182)
H (9.265, 10.772, -22.054)
H (7.993, 9.620, -22.700)
C (10.814, 14.140, -22.310)
O (11.746, 14.598, -23.227)
C (12.365, 13.403, -23.799)
C (13.282, 13.840, -24.926)
N (14.301, 12.805, -25.294)
C (13.810, 11.599, -25.936)
C (14.959, 10.616, -26.166)
O (15.669, 10.855, -27.375)
C (15.095, 10.825, -28.677)
H (10.188, 15.016, -22.139)
H (11.297, 13.764, -21.408)
H (10.154, 13.319, -22.591)
H (11.721, 12.642, -24.240)
H (12.826, 12.834, -22.991)
H (13.894, 14.673, -24.582)
H (12.742, 14.345, -25.727)
H (15.006, 13.228, -25.882)
H (13.315, 11.857, -26.872)
H (13.050, 11.098, -25.337)
H (14.656, 9.584, -26.341)
H (15.738, 10.500, -25.414)
H (15.805, 10.867, -29.503)
H (14.399, 11.640, -28.879)
H (14.555, 9.911, -28.925)
C (5.707, 15.688, -22.070)
O (6.501, 15.991, -23.213)
C (7.202, 14.782, -23.625)
C (6.391, 13.744, -24.429)
N (6.031, 14.262, -25.716)
C (5.213, 13.287, -26.464)
C (3.799, 13.184, -25.933)
O (2.984, 14.416, -25.899)
C (3.055, 15.187, -24.768)
H (5.423, 16.657, -21.658)
H (6.370, 15.232, -21.335)
H (4.872, 15.028, -22.305)
H (7.735, 14.269, -22.825)
H (7.921, 15.104, -24.378)
H (5.538, 13.416, -23.835)
H (6.994, 12.859, -24.633)
H (5.367, 14.994, -25.508)
H (5.596, 12.270, -26.387)
H (5.202, 13.739, -27.456)
H (3.644, 12.554, -25.058)
H (3.385, 12.569, -26.732)
H (4.038, 15.636, -24.628)
H (2.889, 14.448, -23.985)
H (2.211, 15.864, -24.640)
C (8.565, 16.282, -26.752)
O (9.815, 16.845, -26.563)
C (10.455, 16.632, -25.289)
C (11.790, 17.432, -25.249)
N (11.654, 18.789, -24.794)
C (10.751, 19.627, -25.561)
C (10.990, 21.114, -25.178)
O (10.342, 21.307, -23.892)
C (10.047, 22.642, -23.642)
H (8.398, 16.235, -27.828)
H (7.836, 16.894, -26.221)
H (8.531, 15.234, -26.452)
H (10.642, 15.558, -25.263)
H (9.790, 16.883, -24.462)
H (12.311, 17.401, -26.206)
H (12.508, 16.980, -24.565)
H (11.374, 18.810, -23.824)
H (9.725, 19.323, -25.355)
H (10.930, 19.447, -26.621)
H (10.532, 21.777, -25.913)
H (12.042, 21.395, -25.199)
H (10.874, 23.303, -23.903)
H (9.865, 23.019, -22.636)
H (9.151, 22.947, -24.184)
C (3.964, 11.489, -20.746)
O (4.643, 11.109, -21.989)
C (4.193, 9.862, -22.556)
C (4.875, 9.820, -23.985)
N (4.506, 8.745, -24.843)
C (5.035, 8.830, -26.172)
C (3.929, 8.331, -27.123)
O (2.931, 9.330, -27.128)
C (1.820, 8.902, -27.884)
H (4.407, 12.436, -20.436)
H (4.341, 10.833, -19.961)
H (2.883, 11.588, -20.843)
H (3.117, 9.828, -22.731)
H (4.412, 9.055, -21.857)
H (5.957, 9.848, -23.857)
H (4.693, 10.750, -24.524)
H (3.496, 8.767, -24.861)
H (5.922, 8.196, -26.165)
H (5.366, 9.815, -26.499)
H (3.582, 7.353, -26.791)
H (4.370, 8.148, -28.103)
H (1.998, 8.753, -28.949)
H (1.078, 9.694, -27.782)
H (1.329, 8.014, -27.486)

## Properties
Spin multiplicity ... 2
Net charge ... +1
Calculated total energy ... -96378.553 eV
Orbital gap (alpha / beta) ... 7.50 / 2.28 eV
⟨S²⟩ ... 0.7543



(2)
Formula: C48H123CaN9O16
Source: the Open Molecules 2025 dataset
Level of theory: ωB97M-V/def2-TZVPD

Geometry (Å):
Ca (-2.309, -0.411, 1.813)
O (-1.315, 0.250, -0.325)
C (-0.510, -0.883, -0.692)
C (-0.969, -2.337, -0.193)
O (-1.356, -2.526, 1.159)
H (0.536, -0.698, -0.448)
H (-0.404, -0.919, -1.776)
H (-0.128, -3.003, -0.389)
H (-1.758, -2.671, -0.866)
C (-1.839, -5.013, -2.688)
O (-2.399, -4.625, -3.915)
C (-2.357, -3.240, -4.086)
C (-3.195, -2.750, -5.293)
N (-2.645, -3.327, -6.576)
C (-1.416, -2.665, -7.030)
C (-0.916, -3.241, -8.300)
O (-0.338, -4.512, -8.095)
C (0.399, -5.040, -9.185)
H (-1.556, -6.065, -2.724)
H (-2.482, -4.899, -1.815)
H (-0.952, -4.410, -2.491)
H (-1.341, -2.855, -4.169)
H (-2.794, -2.834, -3.174)
H (-3.184, -1.663, -5.366)
H (-4.222, -3.067, -5.112)
H (-2.258, -4.204, -6.258)
H (-0.655, -2.774, -6.257)
H (-1.560, -1.586, -7.090)
H (-0.120, -2.622, -8.716)
H (-1.724, -3.423, -9.009)
H (-0.204, -5.420, -10.010)
H (0.927, -5.939, -8.864)
H (1.168, -4.310, -9.437)
C (1.954, 0.769, -3.555)
O (3.114, 1.527, -3.736)
C (2.852, 2.798, -4.402)
C (4.190, 3.418, -4.817)
N (4.000, 4.923, -5.012)
C (5.342, 5.529, -5.319)
C (5.881, 5.049, -6.678)
O (6.967, 5.929, -7.037)
C (7.524, 5.670, -8.274)
H (2.173, -0.165, -3.038)
H (1.455, 0.573, -4.504)
H (1.211, 1.188, -2.876)
H (2.271, 3.435, -3.735)
H (2.220, 2.522, -5.246)
H (4.530, 2.885, -5.705)
H (4.973, 3.258, -4.076)
H (3.577, 5.394, -4.225)
H (6.093, 5.269, -4.573)
H (5.253, 6.616, -5.333)
H (5.066, 5.085, -7.402)
H (6.251, 4.026, -6.622)
H (8.519, 6.102, -8.378)
H (6.907, 6.214, -8.990)
H (7.684, 4.629, -8.554)
C (2.842, -3.948, -0.992)
O (3.138, -4.601, 0.238)
C (1.987, -4.525, 1.174)
C (0.896, -5.524, 0.770)
N (-0.265, -5.290, 1.634)
C (-1.303, -6.301, 1.566)
C (-2.511, -5.819, 2.427)
O (-3.837, -6.422, 2.078)
C (-4.486, -6.020, 0.804)
H (1.895, -4.229, -1.452)
H (3.604, -4.043, -1.766)
H (2.679, -2.892, -0.777)
H (1.556, -3.524, 1.164)
H (2.422, -4.727, 2.153)
H (1.249, -6.548, 0.897)
H (0.610, -5.504, -0.282)
H (-0.607, -4.354, 1.472)
H (-0.834, -7.245, 1.844)
H (-1.660, -6.457, 0.548)
H (-2.606, -4.738, 2.332)
H (-2.330, -6.056, 3.475)
H (-3.840, -6.135, -0.066)
H (-4.868, -4.999, 0.813)
H (-5.368, -6.636, 0.629)
C (-2.588, 5.336, -0.984)
O (-1.582, 4.315, -1.148)
C (-0.265, 4.781, -0.749)
C (0.728, 3.621, -0.771)
N (0.483, 2.617, 0.303)
C (1.744, 1.900, 0.481)
C (2.690, 2.739, 1.392)
O (3.897, 2.061, 1.601)
C (4.987, 2.788, 2.196)
H (-3.552, 4.947, -1.311)
H (-2.453, 6.197, -1.639)
H (-2.586, 5.669, 0.054)
H (-0.252, 5.203, 0.256)
H (0.021, 5.530, -1.486)
H (1.713, 4.086, -0.791)
H (0.643, 3.181, -1.765)
H (-0.100, 1.898, -0.101)
H (2.290, 1.799, -0.457)
H (1.514, 0.962, 0.987)
H (2.204, 2.656, 2.364)
H (2.973, 3.733, 1.045)
H (4.796, 3.220, 3.179)
H (5.175, 3.594, 1.486)
H (5.843, 2.115, 2.152)
C (4.605, 3.303, 10.184)
O (4.328, 3.082, 8.817)
C (5.381, 2.374, 8.098)
C (4.982, 2.144, 6.648)
N (3.963, 1.092, 6.543)
C (3.514, 0.877, 5.141)
C (2.263, -0.087, 5.017)
O (1.693, -0.381, 3.743)
C (2.563, -1.056, 2.855)
H (5.644, 3.440, 10.482)
H (4.023, 2.618, 10.800)
H (4.085, 4.223, 10.451)
H (5.584, 1.444, 8.628)
H (6.331, 2.908, 8.131)
H (5.872, 1.932, 6.054)
H (4.615, 3.105, 6.289)
H (3.145, 1.520, 6.950)
H (4.281, 0.341, 4.582)
H (3.251, 1.802, 4.629)
H (1.454, 0.177, 5.699)
H (2.692, -1.021, 5.379)
H (3.042, -1.906, 3.341)
H (3.330, -0.418, 2.416)
H (1.907, -1.421, 2.064)
C (-0.792, 3.521, 3.685)
C (-1.657, 2.309, 3.201)
C (-2.653, 2.791, 2.072)
O (-3.497, 1.666, 1.641)
C (-4.580, 2.093, 0.810)
N (-0.785, 1.321, 2.606)
H (-1.523, 4.234, 4.068)
H (-0.337, 4.029, 2.835)
H (-0.050, 3.218, 4.424)
H (-2.101, 1.743, 4.020)
H (-2.097, 3.133, 1.199)
H (-3.258, 3.653, 2.352)
H (-5.230, 1.283, 0.478)
H (-4.076, 2.459, -0.084)
H (-5.156, 2.948, 1.164)
H (0.055, 1.258, 3.163)
H (-0.431, 1.665, 1.725)
C (-0.447, -3.538, 4.948)
C (-1.353, -2.358, 4.897)
C (-1.367, -1.609, 6.251)
O (-2.602, -0.920, 6.154)
C (-2.879, -0.328, 7.388)
N (-0.988, -1.569, 3.779)
H (-0.633, -4.166, 4.077)
H (-0.652, -4.219, 5.774)
H (0.603, -3.247, 4.991)
H (-2.381, -2.716, 4.831)
H (-0.563, -0.889, 6.409)
H (-1.512, -2.319, 7.065)
H (-3.958, -0.178, 7.400)
H (-2.546, 0.700, 7.535)
H (-2.639, -0.846, 8.317)
H (-0.040, -1.383, 4.073)
H (-0.860, -2.230, 3.026)
C (-5.579, -2.483, 4.096)
C (-4.539, -1.956, 3.091)
C (-5.116, -1.803, 1.654)
O (-4.162, -1.215, 0.762)
C (-4.648, -1.210, -0.584)
N (-3.969, -0.686, 3.553)
H (-5.944, -3.434, 3.708)
H (-6.389, -1.754, 4.105)
H (-5.065, -2.630, 5.046)
H (-3.744, -2.688, 2.945)
H (-6.068, -1.273, 1.636)
H (-5.370, -2.793, 1.276)
H (-5.716, -0.999, -0.640)
H (-4.585, -2.165, -1.105)
H (-4.136, -0.522, -1.257)
H (-3.583, -0.751, 4.484)
H (-4.701, -0.024, 3.767)
C (-1.814, 0.624, -4.237)
C (-1.881, 1.987, -3.661)
C (-2.549, 3.051, -4.580)
O (-1.958, 3.169, -5.845)
C (-0.618, 3.649, -5.869)
N (-2.576, 1.905, -2.389)
H (-1.377, -0.086, -3.535)
H (-1.222, 0.568, -5.150)
H (-2.782, 0.196, -4.498)
H (-0.835, 2.263, -3.529)
H (-2.507, 4.030, -4.102)
H (-3.600, 2.763, -4.590)
H (0.066, 2.978, -5.350)
H (-0.583, 4.599, -5.335)
H (-0.295, 3.795, -6.899)
H (-2.466, 2.724, -1.807)
H (-2.059, 1.198, -1.887)

## Properties
Calculated total energy ... -116371.706 eV
Orbital gap ... 7.23 eV



calculated total energy of number 2 (C48H123CaN9O16)? -116371.706 eV